# 1
Formula: C19H24ClN3O2
Source: OMol25
Level of theory: ωB97M-V with the def2-TZVPD basis set

Results
- molecular weight (g/mol) = 361.87
- 2S+1 = 1
- total charge = 0
- HOMO-LUMO gap (eV) = 8.707

```
49
Properties=species:S:1:pos:R:3:forces:R:3:mulliken_charge:R:1
O -1.495358 -3.473509 -0.525788 1.03 -2.48 -0.31 -0.596
C -1.640738 -2.316770 -0.365811 -2.96 3.68 0.19 0.146
C -0.617207 -1.285872 0.086392 -4.82 -6.66 -2.43 -0.616
C -0.991787 -0.020694 0.375120 -13.29 -7.87 -3.20 0.869
O -0.151488 0.613491 0.640148 12.32 13.59 5.13 -0.488
H 1.258975 -0.293381 0.951223 0.64 -2.67 -0.56 0.361
C -2.548900 0.377955 0.351964 5.34 5.17 -5.27 -1.633
H -2.658409 1.373184 0.728529 -0.45 0.19 1.15 0.461
C -3.544126 -0.575566 0.309796 1.19 -4.77 5.07 1.294
C -4.858797 -0.134263 0.216533 -7.45 4.08 -1.32 0.499
C -5.866445 0.047129 1.292010 3.76 -3.52 -0.09 -0.567
C -7.208332 0.404870 1.025518 6.72 -2.74 2.88 -0.460
C -7.477638 0.661368 -0.199169 -5.48 3.54 -0.39 0.421
C -6.590129 1.006217 -1.109405 3.53 -2.73 -1.60 -0.923
C -5.330203 0.437185 -1.111393 -9.96 -1.74 16.18 -1.115
H -4.708401 0.484584 -1.692301 11.22 1.13 -11.94 1.004
H -6.893328 1.174133 -2.036393 -1.69 1.88 -3.90 0.379
Cl -9.154753 1.369118 -0.201450 0.12 -0.33 -1.15 -0.242
H -7.697334 0.360293 1.884251 -3.34 0.10 2.90 0.495
H -5.531092 -0.522566 2.339050 -1.08 2.03 -2.58 0.113
C -3.236389 -1.753922 -0.647335 1.83 -1.22 6.01 -1.077
H -4.025915 -2.467869 -0.282258 1.13 -0.06 -1.55 0.362
H -3.264711 -1.287333 -1.535255 -0.48 0.81 -3.78 0.496
H -3.448656 -0.922133 1.604311 -0.26 0.08 -3.26 0.134
H -2.523521 1.048941 -1.083009 0.08 -1.79 3.02 0.155
C 0.590631 -1.860711 0.253990 -7.91 -5.52 -4.76 0.026
N 1.543000 -1.375604 0.701567 8.15 13.63 6.47 0.225
C 2.924255 -1.502698 0.720738 0.86 -7.40 2.44 -1.059
H 2.785347 -2.792449 0.830386 1.77 2.71 -0.94 0.404
H 3.383406 -1.386594 1.762123 -0.72 0.75 -1.60 0.218
C 3.758962 -1.024566 -0.462293 2.96 -8.45 3.72 -0.911
N 4.494494 0.001621 -0.158294 -1.83 5.05 8.05 0.627
C 3.755776 1.272198 0.136853 -4.15 -5.54 -1.69 -0.183
C 4.585305 2.252271 0.600715 1.66 6.19 3.25 -1.204
N 5.710297 2.574492 -0.234601 0.62 3.00 -3.27 -0.252
H 5.455691 3.184570 -1.101371 0.26 -1.56 2.09 0.292
C 6.521665 1.423602 -0.603972 -7.46 -0.14 11.84 -1.494
C 5.622213 0.289306 -0.688632 4.57 -1.22 -11.12 -0.067
H 6.206080 -0.596042 -1.013972 -0.36 0.03 0.57 0.241
H 5.135349 0.651520 -1.870978 1.41 -0.62 0.58 0.211
H 7.395381 1.531609 -0.966345 5.66 0.53 -3.42 0.616
H 6.773026 1.204932 0.776303 0.61 0.19 -3.07 0.214
H 3.915195 3.247904 0.744129 1.68 -2.09 -0.26 0.320
H 4.951847 1.974390 1.634909 -0.08 0.42 -0.91 0.340
H 2.828327 1.115746 0.772193 1.24 -0.07 -0.50 0.053
H 3.411222 1.455882 -0.855806 -0.88 1.05 -1.05 0.454
H 3.177259 -1.047601 -1.238917 -3.32 0.51 -5.24 0.604
H 4.588127 -2.063455 -0.658773 -2.35 3.07 0.36 0.296
H 0.691843 -2.834924 -0.095226 -0.09 -2.22 -0.72 0.556
```
Positions in Å, forces in eV/Å.



# 2
Formula: C19H24F2N2O2
Source: OMol25
Level of theory: ωB97M-V with the def2-TZVPD basis set

Results
- molecular weight (g/mol) = 350.41
- 2S+1 = 1
- structure (SMILES) = Cc1ccc(CNC(=O)[C@@H]2CCC(=O)N(C3CCCC3)C2)c(F)c1F
- total charge = 0
- HOMO-LUMO gap (eV) = 9.574

```
49
Properties=species:S:1:pos:R:3:forces:R:3:mulliken_charge:R:1
C -7.423362 -0.952404 0.551387 0.03 -0.10 -0.11 -1.391
C -6.104538 -0.255834 0.453221 0.24 -0.02 -0.14 0.700
C -5.783075 0.858405 1.215796 0.00 -0.05 -0.08 -0.707
C -4.552817 1.478285 1.100493 0.09 -0.05 -0.09 -0.936
C -3.587352 1.021226 0.211794 -0.03 -0.20 -0.02 0.867
C -2.264550 1.725205 0.084223 0.04 0.26 -0.19 -1.064
N -1.143237 0.827786 -0.067508 -0.22 -0.02 0.43 -0.108
C -0.238735 0.985810 -1.061444 0.41 -0.36 0.07 -0.150
O -0.267260 1.926417 -1.824709 0.03 0.31 -0.34 -0.699
C 0.864116 -0.066174 -1.096130 0.03 0.22 -0.11 1.179
C 0.354005 -1.516912 -1.031656 -0.03 -0.05 0.07 -1.002
C 0.792824 -2.212642 0.259358 0.04 -0.25 -0.16 -0.807
C 2.302831 -2.128520 0.384520 -0.38 -0.04 0.15 0.708
O 3.015174 -3.094703 0.570502 0.13 -0.40 0.02 -0.708
N 2.771960 -0.866590 0.242146 0.15 -0.02 -0.14 0.272
C 4.199106 -0.615078 0.249367 0.23 -0.19 0.05 -0.187
C 4.628434 0.440248 1.293450 -0.01 0.10 -0.02 -0.969
C 5.225147 1.601028 0.494922 0.15 -0.04 0.08 -0.569
C 5.795578 0.921241 -0.746579 -0.11 0.09 -0.08 -0.696
C 4.722395 -0.102359 -1.106669 0.16 -0.05 0.09 -0.569
C 1.835910 0.215881 0.067583 -0.26 0.09 -0.03 -1.210
C -3.907274 -0.091651 -0.558713 -0.07 -0.01 0.09 0.353
F -3.016190 -0.590928 -1.437233 -0.27 0.00 -0.03 -0.317
C -5.138885 -0.717701 -0.434061 0.00 0.11 0.11 0.333
F -5.403074 -1.799063 -1.191120 0.09 0.14 0.06 -0.334
H -7.964129 -0.863288 -0.390167 -0.10 -0.04 -0.01 0.301
H -8.026957 -0.525288 1.346611 -0.04 0.02 0.04 0.367
H -7.276934 -2.014230 0.743025 -0.08 -0.06 0.03 0.321
H -6.510102 1.242773 1.914430 -0.10 0.02 0.08 0.333
H -4.332537 2.341862 1.709206 0.06 0.09 0.08 0.371
H -2.116975 2.368387 0.960559 -0.10 -0.01 -0.16 0.315
H -2.256363 2.361253 -0.810216 0.01 -0.05 0.22 0.416
H -1.113253 0.009063 0.517798 0.07 0.00 -0.08 0.241
H 1.398651 0.091224 -2.036713 -0.09 0.06 0.13 0.334
H -0.731122 -1.552995 -1.132781 0.01 -0.03 -0.05 0.355
H 0.767852 -2.077707 -1.871034 -0.05 0.02 0.01 0.402
H 0.335297 -1.749596 1.137713 -0.04 0.01 0.05 0.334
H 0.508042 -3.264576 0.243880 0.08 0.07 0.10 0.383
H 4.646536 -1.584322 0.485047 -0.06 0.22 -0.05 0.569
H 5.386685 0.013619 1.949502 -0.01 -0.01 0.06 0.351
H 3.790426 0.751694 1.915462 -0.01 -0.04 0.09 0.318
H 4.447112 2.309375 0.203536 -0.03 0.06 -0.02 0.263
H 5.981008 2.144110 1.059992 -0.03 0.11 0.01 0.382
H 6.727136 0.412993 -0.494355 0.09 -0.01 -0.01 0.286
H 5.991546 1.621215 -1.557328 0.10 -0.01 -0.03 0.402
H 3.916894 0.386672 -1.656028 -0.07 0.04 -0.06 0.128
H 5.105246 -0.913736 -1.722590 -0.08 -0.04 -0.08 0.366
H 2.386948 1.134859 -0.131217 -0.03 -0.01 0.06 0.197
H 1.261839 0.365656 0.992706 0.09 0.11 -0.10 0.274
```
Positions in Å, forces in eV/Å.



# 3
Formula: C19H24F3N5O9
Source: OMol25
Level of theory: ωB97M-V with the def2-TZVPD basis set

Results
- molecular weight (g/mol) = 523.42
- 2S+1 = 1
- structure (SMILES) = O=C1OC[C@@H](F)O1.O=C1OC[C@@H](F)O1.O=C1OC[C@@H](F)O1.CC#N.CC#N.CC#N.CC#N.CC#N
- total charge = 0
- HOMO-LUMO gap (eV) = 11.797

```
60
Properties=species:S:1:pos:R:3:forces:R:3:mulliken_charge:R:1
O 1.396246 3.266780 18.592704 -1.48 0.65 0.23 -0.577
C 0.216662 3.490339 18.474754 1.27 -0.65 -0.52 0.654
O -0.560726 2.779361 17.624087 -0.19 -0.18 -0.18 -0.214
C -1.845680 3.386223 17.546071 -0.93 0.45 -0.28 -0.354
C -1.901023 4.151688 18.873867 1.49 0.14 -1.38 0.172
F -2.300097 3.378592 19.904432 -0.40 0.07 -0.09 -0.249
O -0.514034 4.444842 19.080732 -0.15 0.02 0.34 -0.343
H -1.939908 4.005575 16.593015 0.30 -0.46 1.47 0.279
H -2.684034 2.687706 17.551122 0.45 -0.51 -0.17 0.262
H -2.433908 5.076377 18.774172 -0.41 0.42 0.60 0.347
O -3.466313 -3.280961 24.161469 -0.26 -0.14 2.63 -0.471
C -3.459120 -3.244710 23.005075 0.29 0.00 -1.46 0.481
O -2.346667 -3.119511 22.258547 -0.17 -0.09 -0.29 -0.347
C -2.758296 -2.922357 20.911443 1.49 0.51 -0.74 0.129
C -4.186131 -3.348993 20.907197 -0.03 1.22 -1.40 0.457
F -4.282037 -4.576892 20.413083 -0.28 -2.54 -0.44 -0.310
O -4.581495 -3.317370 22.218948 -0.06 0.23 0.33 -0.344
H -2.668145 -1.865559 20.660426 0.09 0.01 0.01 0.021
H -2.104213 -3.496365 20.206609 -0.75 0.31 0.69 0.037
H -4.791377 -2.762653 20.215438 -0.33 0.52 0.63 0.325
O -1.641372 -0.801506 18.697522 -0.10 -0.58 0.10 -0.600
C -0.638854 -0.504227 18.135880 -0.20 1.27 0.01 0.681
O 0.534199 -0.253913 18.740232 0.13 -0.58 0.08 -0.411
C 1.523012 0.128840 17.776643 -0.35 1.28 0.38 -0.352
C 0.720996 0.207266 16.497602 -0.11 0.35 -1.81 0.350
F 1.171784 -0.735916 15.578836 0.14 0.16 0.22 -0.265
O -0.589693 -0.136060 16.826561 0.33 -0.21 0.39 -0.255
H 1.925217 1.126495 18.071432 -0.23 -0.88 -0.21 0.239
H 2.282989 -0.628419 17.703597 0.33 -0.30 -0.01 0.362
H 0.721207 1.173815 15.936391 0.03 -0.72 0.72 0.157
C 1.861734 -4.819343 15.887327 -0.76 -0.57 1.90 -0.855
C 0.882147 -3.916726 16.543196 0.91 -1.42 -0.67 0.470
N 0.161352 -3.317276 17.193594 -0.76 0.78 0.16 -0.365
H 2.078892 -5.655961 16.639948 -0.65 0.87 -1.28 0.325
H 2.803573 -4.317793 15.854303 0.25 0.43 -0.45 0.160
H 1.524109 -5.160695 14.909841 0.09 -0.11 0.26 0.403
C 1.067956 -3.274609 20.096802 0.62 0.35 1.09 -0.090
C 2.101943 -3.859854 19.300114 3.02 -0.60 -2.71 0.350
N 3.043457 -4.132810 18.654481 -2.25 0.31 1.75 -0.496
H 0.084163 -3.243848 19.644745 0.17 0.12 -0.24 -0.331
H 1.500671 -2.274882 20.317297 -0.89 -0.38 0.11 0.149
H 1.064622 -3.875258 21.003138 -0.38 0.23 0.37 0.448
C -4.132322 -2.397886 16.919902 0.43 0.70 -0.36 -0.352
C -4.626993 -1.030873 16.779967 -0.05 2.01 0.60 0.409
N -4.933445 0.090425 16.810668 0.32 -1.74 -0.28 -0.517
H -4.979194 -3.042748 17.006540 -0.36 -0.69 0.11 0.367
H -3.465403 -2.449882 17.781519 -0.16 0.01 0.01 -0.162
H -3.540437 -2.640489 16.041161 -0.04 -0.19 -0.10 0.300
C 6.144585 -4.201770 17.392609 -0.18 1.85 -0.96 -0.762
C 5.427472 -4.243158 16.088075 -0.16 -0.20 1.45 0.373
N 4.664266 -4.389314 15.245334 0.70 0.20 -0.73 -0.505
H 6.136662 -3.134244 17.782146 0.10 -1.33 -0.52 0.236
H 7.160030 -4.535899 17.226583 0.19 -0.10 0.30 0.325
H 5.579994 -4.807978 18.075327 -0.08 -0.36 0.33 0.236
C 1.402909 -2.839669 12.816929 -1.05 0.10 1.30 -0.377
C -0.031765 -2.763971 12.597866 -1.72 1.10 -0.14 0.393
N -1.172832 -2.556416 12.547021 1.52 -0.59 -0.07 -0.458
H 1.705209 -2.029102 13.471609 -0.02 0.01 0.21 0.099
H 1.993576 -2.811869 11.965763 0.79 0.14 -1.89 0.401
H 1.571644 -3.779865 13.283167 0.49 -0.69 0.58 -0.037
```
Positions in Å, forces in eV/Å.